[1]
{
  "formula": "CH6NOPS2",
  "method": "ωB97M-V/def2-TZVPD",
  "elements": ["N", "H", "C", "H", "H", "H", "S", "H", "P", "O", "H", "S"],
  "positions_angstrom": [[0.608, -0.197, -1.519], [1.194, 0.618, -1.779], [1.798, -1.164, 2.331], [-1.795, 1.406, -1.187], [-0.222, -0.433, -2.034], [2.242, -1.172, 3.302], [-1.361, -0.896, 0.532], [0.808, -1.630, 2.306], [0.097, 0.276, 0.028], [-2.512, 2.012, -1.501], [-3.356, 1.537, -1.619], [2.500, -0.356, 1.141]],
  "atomic_forces_ev_per_a": [[0.434, 1.262, 1.320], [-0.677, -0.932, -1.004], [-0.327, 0.226, 0.166], [-1.647, 0.497, -0.380], [0.185, -0.005, -0.952], [0.481, -0.185, 0.543], [0.273, 0.069, -0.019], [0.179, 0.096, -0.481], [-0.205, -0.253, 0.293], [0.495, -0.303, 0.019], [0.952, -0.092, 0.310], [-0.142, -0.380, 0.184]],
  "relative_energy_kcal_mol": 64.6,
  "e_lumo_ev": -1.23,
  "gap_ha": 0.2646,
  "total_energy_ha": -1309.38369,
  "multiplicity": 1
}

=====

[2]
{
  "formula": "C21H30F5NOP2ReS",
  "method": "ωB97M-V/def2-TZVPD",
  "elements": ["H", "H", "C", "C", "C", "H", "C", "H", "C", "C", "H", "C", "H", "H", "C", "H", "F", "C", "H", "H", "O", "H", "C", "C", "H", "H", "H", "C", "H", "C", "N", "C", "H", "C", "H", "P", "F", "C", "S", "F", "H", "H", "F", "H", "H", "C", "C", "H", "H", "C", "Re", "H", "F", "C", "H", "H", "H", "H", "P", "C", "H", "H"],
  "positions_angstrom": [[-1.921, -2.861, 2.477], [-4.410, -0.832, -0.421], [-0.853, -2.550, 2.643], [-0.822, 1.679, 5.916], [0.031, 3.295, -4.613], [2.591, -1.455, -2.035], [0.635, -3.989, 1.044], [1.020, -4.374, 1.997], [-0.043, 1.053, -3.701], [-0.062, 1.594, -2.409], [4.028, -1.639, -0.974], [-0.152, -2.749, 1.305], [-0.335, -3.175, 3.408], [-2.938, 1.143, 2.610], [-0.014, 3.846, -3.328], [0.063, 3.966, -5.506], [1.603, 0.079, 3.740], [-1.465, 2.520, 5.062], [-0.806, -1.499, 3.027], [-3.160, -2.058, 0.001], [-0.735, -2.218, 0.198], [4.568, -0.146, 1.029], [-3.183, 0.212, 2.087], [0.598, 0.904, 4.158], [-2.659, 1.808, -1.354], [1.001, -0.939, 1.278], [-0.106, 3.408, -1.215], [2.934, -1.576, -1.000], [2.734, 2.225, -0.575], [3.539, -0.116, 1.402], [-0.007, 0.800, -1.319], [3.076, 1.265, -0.991], [-2.827, -0.640, 2.675], [0.208, 0.857, 5.492], [-4.268, 0.133, 1.943], [2.385, -0.158, 0.001], [-2.492, 3.321, 5.501], [-2.999, 1.749, -0.312], [0.381, 1.811, 1.497], [-1.766, 3.350, 2.847], [-2.994, -1.107, -1.497], [0.044, 1.481, -5.829], [-1.206, 1.612, 7.239], [3.330, -0.988, 2.024], [2.496, -2.491, -0.584], [-1.103, 2.560, 3.727], [0.018, 1.880, -4.822], [-2.610, 2.603, 0.251], [4.174, 1.227, -0.952], [-3.344, -1.078, -0.451], [0.234, 0.091, 0.269], [3.373, 0.792, 1.995], [0.827, -0.009, 6.347], [-0.078, 3.007, -2.225], [-4.098, 1.742, -0.277], [-0.054, -0.023, -3.807], [-0.009, 4.959, -3.192], [2.744, 1.199, -2.039], [-2.427, 0.206, 0.446], [-0.045, 1.747, 3.261], [1.426, -3.809, 0.323], [-0.179, -4.647, 0.628]],
  "atomic_forces_ev_per_a": [[0.984, 0.208, 0.334], [0.015, -0.137, -0.108], [0.656, 0.199, 0.457], [0.143, -0.985, 2.631], [0.029, -0.273, -1.300], [0.016, 0.007, 0.294], [-0.482, 0.123, 0.777], [0.071, -0.229, -0.454], [0.108, 0.229, -1.106], [0.395, 0.223, 0.737], [-0.191, -0.076, -0.074], [-4.076, 2.189, -4.809], [-0.688, 0.282, -0.427], [-0.118, -0.226, -0.118], [-0.133, 0.450, -0.061], [0.004, -0.632, 0.900], [-0.919, 0.810, 0.515], [-1.738, 1.750, -0.654], [-0.143, -0.892, -0.656], [-0.053, 0.254, -0.106], [2.534, -2.310, 4.084], [-0.154, 0.002, 0.103], [-0.560, 0.014, 0.058], [0.315, -0.440, 0.034], [-0.039, -0.025, 0.298], [0.685, -1.959, 2.097], [0.018, -0.120, -0.110], [0.042, -0.234, 0.150], [0.056, -0.396, -0.071], [-0.172, -0.283, 0.116], [-1.278, 1.422, -4.184], [0.241, -0.376, 0.002], [-0.129, 0.193, -0.117], [0.731, -0.783, 0.064], [0.064, 0.084, 0.365], [3.861, 1.654, -1.683], [1.134, -0.960, -0.313], [-0.526, -0.069, 0.014], [0.527, 3.667, 2.777], [0.357, -0.470, 0.869], [-0.135, 0.011, 0.430], [-0.003, -0.010, 0.112], [0.402, 0.180, -1.592], [0.186, 0.108, 0.129], [0.238, 0.185, -0.216], [0.842, -0.422, -0.597], [-0.130, 1.370, 1.206], [-0.038, -0.122, -0.116], [-0.200, 0.112, -0.145], [-0.100, -0.009, -0.250], [-4.169, -2.970, 1.291], [0.013, -0.233, -0.188], [-0.709, 0.956, -0.689], [0.098, -0.097, -0.339], [0.172, 0.286, -0.111], [0.020, -0.074, 0.021], [-0.005, -1.223, -0.165], [0.051, 0.039, 0.382], [1.518, -0.076, -0.076], [-0.560, 0.112, -0.627], [-0.163, -0.277, -0.078], [1.084, 0.272, 0.294]],
  "relative_energy_kcal_mol": 61.4,
  "s_squared": 3.789,
  "e_lumo_ev": [-0.15, -0.36],
  "gap_ha": [0.1978, 0.2465],
  "total_energy_ha": -2606.52322,
  "multiplicity": 4
}

=====

[3]
{
  "formula": "C15H28AlBBrCa2Cl6F4KN3O10",
  "method": "ωB97M-V/def2-TZVPD",
  "elements": ["O", "Ca", "H", "O", "C", "Cl", "O", "N", "F", "Cl", "Cl", "H", "Cl", "Al", "H", "H", "C", "H", "K", "O", "C", "H", "F", "O", "H", "C", "F", "O", "Cl", "C", "N", "C", "H", "H", "C", "C", "H", "H", "N", "H", "H", "H", "Ca", "C", "C", "H", "B", "O", "H", "H", "C", "H", "C", "O", "Cl", "H", "C", "H", "C", "C", "O", "F", "H", "O", "H", "H", "H", "H", "H", "H", "Br", "H"],
  "positions_angstrom": [[1.323, 0.594, -5.619], [-4.077, -0.811, 0.499], [2.741, -1.841, 0.634], [-5.171, 1.842, 4.553], [3.926, -3.533, 0.289], [5.859, 0.169, -2.153], [2.412, -3.143, -2.268], [-2.885, -0.596, 3.954], [-3.094, 1.535, 8.009], [4.323, 3.328, 4.905], [3.425, 4.598, 2.474], [-3.482, -3.317, -1.988], [1.511, 3.667, 4.419], [-1.987, 2.264, 6.971], [-1.167, 2.882, -2.417], [-1.743, -1.424, 6.676], [2.191, -0.190, -2.443], [0.664, 2.127, -1.087], [1.792, 4.802, -4.677], [0.936, -0.301, 0.616], [-1.069, 0.729, -3.070], [-5.518, 2.126, 3.704], [-0.921, 3.232, 7.829], [3.327, -1.069, -2.160], [3.516, 1.437, -1.873], [-2.367, -2.046, 6.034], [-1.128, 1.025, 6.174], [-0.841, -1.288, 1.776], [3.002, 1.755, 2.870], [3.058, 3.372, 3.693], [0.598, -0.448, -5.718], [2.446, 1.117, -1.676], [-3.287, -2.295, 6.558], [2.373, 0.864, -0.594], [1.423, 2.220, -1.853], [0.740, 2.492, -3.221], [-1.063, -2.940, -3.460], [3.843, -3.922, 1.286], [-0.823, -1.314, -1.508], [-2.038, 0.629, -3.567], [4.653, -3.944, -0.386], [1.956, 3.132, -1.613], [3.791, 0.157, 0.131], [-2.133, -2.888, -3.592], [2.914, -2.289, -1.605], [-0.382, 0.134, -3.646], [-1.251, 0.055, -1.741], [1.193, -0.944, 2.894], [-2.471, -3.876, -3.861], [0.835, 3.574, -3.369], [-2.672, -1.301, 4.835], [-4.298, 1.469, 4.378], [3.168, -2.521, -0.116], [-0.641, -0.336, -5.539], [0.284, -0.392, 1.955], [-2.358, -2.189, -4.380], [-0.749, 2.229, -3.176], [-1.197, 2.526, -4.115], [-2.848, -2.488, -2.288], [-1.882, -2.247, -1.136], [-0.171, 0.902, 2.334], [-2.799, 3.173, 5.810], [-0.207, -1.284, -0.685], [1.109, -1.531, -5.953], [-2.441, -1.915, -0.241], [-1.833, -2.960, 5.779], [2.158, -0.045, -3.518], [1.205, 2.032, -4.091], [-1.413, -3.181, -0.869], [1.284, -0.703, -2.153], [-2.050, 0.965, -0.151], [-3.521, -1.640, -2.464]],
  "atomic_forces_ev_per_a": [[-0.146, 0.044, 0.179], [0.750, 0.229, 1.066], [-0.999, -0.882, -0.218], [-0.275, -0.465, -0.299], [0.049, 0.294, -0.085], [-0.561, 0.556, 1.556], [0.068, 0.441, 0.348], [-0.609, -0.383, -0.960], [-0.043, -0.190, -0.039], [0.002, -0.044, -0.082], [0.044, -0.007, -0.080], [-0.341, -0.141, 0.128], [-0.097, -0.110, 0.026], [-0.100, -0.041, 0.261], [-0.389, -0.227, 0.424], [-0.024, 0.139, -0.055], [0.703, 0.021, -0.376], [-0.308, -0.097, 0.186], [0.671, 0.603, -1.045], [0.981, 0.266, -0.167], [-0.218, 1.588, 0.932], [0.064, 0.203, 0.028], [0.227, 0.100, -0.042], [-1.335, -0.474, 1.979], [-0.909, -0.240, -0.205], [0.127, -0.258, 0.210], [0.012, -0.173, -0.103], [-0.013, -0.094, -0.335], [0.001, -0.414, -0.174], [0.069, 0.297, 0.086], [0.034, 0.180, -0.136], [0.195, -0.522, -0.287], [-0.018, 0.021, 0.026], [-2.295, 1.355, -1.748], [0.253, 0.670, -0.517], [0.274, 0.539, 0.563], [0.323, 0.160, -0.007], [0.521, 0.265, 0.517], [-0.972, 0.138, 1.367], [-0.211, -0.481, -0.174], [-0.299, -0.833, -0.334], [0.062, 0.295, 0.403], [3.748, -1.469, 0.268], [-0.398, -0.052, 0.446], [0.411, -0.228, -0.478], [0.030, -0.082, -0.364], [0.842, -1.379, -0.276], [0.621, -0.046, -0.181], [-0.101, -0.234, -0.368], [-0.572, -0.673, 0.758], [0.086, 0.709, 0.091], [0.145, 0.266, 0.252], [0.403, 0.829, -0.566], [0.091, -0.048, -0.377], [-1.237, -0.125, 0.547], [0.141, 0.129, -0.400], [0.103, -0.402, -0.816], [0.049, 0.356, -0.308], [0.077, -0.420, 0.180], [0.512, 0.171, -1.559], [0.276, -0.059, -0.215], [0.055, 0.022, -0.324], [0.206, 0.012, -0.194], [0.035, -0.091, 0.052], [0.222, -0.098, 0.637], [0.008, -0.021, 0.019], [0.053, 0.239, -0.220], [0.044, -0.570, -0.027], [0.016, -0.291, 0.342], [-0.255, 0.091, 0.087], [-0.887, 0.752, 0.181], [0.005, 0.381, -0.004]],
  "e_lumo_ev": -6.13,
  "gap_ha": 0.1608,
  "total_energy_ha": -9461.69319,
  "charge": 1,
  "multiplicity": 1
}

=====

[4]
{
  "formula": "C4H5NO2",
  "method": "ωB97M-V/def2-TZVPD",
  "elements": ["C", "O", "C", "C", "O", "H", "H", "C", "H", "H", "N", "H"],
  "positions_angstrom": [[1.702, 0.066, 0.153], [-1.133, 1.976, -0.862], [-1.016, -0.038, 0.616], [-0.173, -1.078, -0.130], [1.072, 1.148, -0.015], [-0.704, 0.156, 1.646], [-0.658, -1.939, -0.592], [-0.652, 0.966, -0.438], [-0.285, 0.010, -1.265], [2.782, 0.128, 0.295], [1.148, -1.135, 0.031], [-2.084, -0.260, 0.560]],
  "atomic_forces_ev_per_a": [[0.043, 0.006, -0.017], [0.202, -0.511, 0.139], [-0.024, -0.002, 0.000], [-0.009, -0.123, -0.001], [0.087, -0.153, 0.012], [-0.032, 0.054, -0.191], [0.057, 0.110, 0.098], [-0.272, 0.277, 0.060], [-0.020, 0.197, -0.166], [-0.075, -0.041, 0.026], [-0.101, 0.186, 0.013], [0.144, -0.001, 0.028]],
  "relative_energy_kcal_mol": 82.1,
  "e_lumo_ev": -0.39,
  "gap_ha": 0.3378,
  "total_energy_ha": -360.53853,
  "multiplicity": 1
}